{
  "formula": "C25H13BrF4NO6PV",
  "method": "wB97M-V/def2-TZVPD",
  "elements": ["Br", "V", "P", "F", "F", "F", "F", "O", "O", "O", "O", "O", "O", "N", "C", "C", "C", "C", "C", "C", "C", "C", "C", "C", "C", "C", "C", "C", "C", "C", "C", "C", "C", "C", "C", "C", "C", "C", "C", "H", "H", "H", "H", "H", "H", "H", "H", "H", "H", "H", "H", "H"],
  "coordinates": [[-2.757, -0.878, 1.988], [0.015, -1.013, 2.265], [-0.255, -0.964, -0.274], [-5.971, -0.970, -2.040], [-1.441, -0.867, -3.109], [-3.984, -0.906, -3.887], [-5.386, -0.971, 0.573], [-0.172, -2.699, 2.322], [-0.837, -0.256, 4.128], [2.127, -0.708, 1.844], [3.586, 0.717, 0.885], [1.676, 4.972, 3.313], [-1.882, 1.545, 5.012], [0.536, 1.137, 2.523], [-2.370, -0.921, -2.164], [-2.014, -0.952, -0.818], [-1.085, 0.988, 4.268], [1.690, 1.560, 2.037], [2.569, 0.425, 1.506], [0.465, -2.385, -1.153], [0.379, 0.543, -1.066], [0.100, 2.898, -1.543], [2.129, 2.855, 2.253], [1.133, -4.702, -1.046], [1.529, -4.649, -2.373], [2.237, 1.852, -1.881], [-3.062, -0.954, 0.124], [-4.384, -0.966, -0.303], [-0.141, 1.848, 3.417], [0.878, -2.334, -2.486], [-4.698, -0.960, -1.650], [1.718, 0.637, -1.444], [0.610, -3.572, -0.421], [-3.690, -0.930, -2.587], [1.332, 3.675, 3.057], [0.203, 3.157, 3.700], [1.430, 2.976, -1.940], [1.410, -3.466, -3.091], [-0.422, 1.691, -1.101], [-0.344, 3.726, 4.437], [0.798, -1.414, -3.045], [0.331, -3.575, 0.630], [2.368, -0.220, -1.349], [-1.453, 1.642, -0.768], [3.084, 3.171, 1.852], [1.946, -5.528, -2.850], [1.839, 3.920, -2.276], [2.495, 5.166, 2.846], [1.245, -5.618, -0.481], [-0.526, 3.780, -1.565], [1.734, -3.423, -4.123], [3.283, 1.918, -2.145]],
  "atomic_forces_ev_per_a": [[-0.7, 0.1, -0.3], [1.3, -2.1, 0.9], [-0.2, 0.2, 0.2], [-0.1, 0.0, 0.0], [0.2, 0.0, -0.3], [0.0, 0.0, -0.1], [-0.2, 0.0, 0.1], [0.1, 1.8, -0.1], [-0.4, -0.2, -0.4], [-0.5, -0.8, -0.2], [0.3, -0.1, 0.0], [-0.1, -0.2, 0.0], [0.0, -0.1, 0.0], [-0.1, -0.4, 0.1], [-0.3, 0.0, 0.5], [-0.4, 0.0, 0.1], [0.1, 0.4, -0.1], [0.1, 0.3, 0.1], [-0.1, 0.8, -0.1], [0.2, -0.3, 0.0], [0.1, 0.2, -0.1], [-0.1, -0.1, 0.1], [-0.3, 0.1, 0.1], [-0.1, 0.2, 0.1], [0.0, 0.0, 0.0], [-0.1, -0.1, 0.1], [0.1, 0.0, -0.2], [0.3, 0.0, 0.1], [0.1, 0.2, 0.0], [0.1, -0.2, 0.0], [0.0, 0.0, 0.2], [-0.2, 0.2, 0.0], [0.0, 0.1, -0.3], [0.3, 0.0, 0.0], [0.0, -0.1, 0.0], [0.2, 0.0, -0.2], [0.0, 0.0, 0.0], [-0.1, 0.2, 0.1], [0.1, -0.1, -0.1], [0.0, 0.0, 0.0], [0.0, 0.0, 0.0], [0.0, 0.0, 0.1], [0.1, 0.0, 0.0], [0.0, 0.0, 0.0], [0.0, 0.0, 0.0], [0.0, 0.0, 0.0], [0.0, 0.0, 0.0], [0.0, 0.0, 0.0], [0.0, 0.0, 0.0], [0.0, 0.0, 0.0], [0.0, 0.0, 0.0], [0.0, 0.0, 0.0]],
  "mulliken_charge": [-0.027, 0.540, 0.916, -0.305, -0.356, -0.308, -0.324, -0.906, -0.715, -0.811, -0.754, -0.558, -0.717, 0.452, 0.497, -0.528, 0.409, 0.104, 0.272, 0.366, 0.845, -0.762, -0.525, -0.707, -0.409, -0.632, 0.359, 0.208, 0.025, 0.039, 0.645, -0.557, -0.655, 0.171, 1.184, -0.898, -0.552, -0.880, -0.732, 0.532, 0.368, 0.653, 0.497, 0.408, 0.431, 0.373, 0.393, 0.294, 0.426, 0.420, 0.390, 0.398],
  "homo_energy_ev": [-3.83, -6.20],
  "spin_multiplicity": 3,
  "total_charge": -1,
  "energy_ev": -155803.99008,
  "relative_energy_kcal_mol": 22.1
}

{
  "formula": "C25H14Br2ClN3O2Ru",
  "method": "wB97M-V/def2-TZVPD",
  "elements": ["Ru", "Br", "Br", "Cl", "O", "O", "N", "N", "N", "C", "C", "C", "C", "C", "C", "C", "C", "C", "C", "C", "C", "C", "C", "C", "C", "C", "C", "C", "C", "C", "C", "C", "C", "C", "H", "H", "H", "H", "H", "H", "H", "H", "H", "H", "H", "H", "H", "H"],
  "coordinates": [[-0.615, -0.499, -0.656], [-0.748, -5.386, -0.076], [-6.302, -4.225, 0.317], [-4.629, 3.782, 3.433], [-0.833, 1.426, -0.290], [-0.702, -2.488, -0.796], [-2.599, -0.692, -1.091], [1.359, -0.915, -0.310], [-0.448, -0.550, 1.531], [-4.557, -3.691, -0.166], [3.411, -1.818, -1.111], [0.520, -2.305, 2.974], [-3.563, 0.209, -1.321], [0.444, -1.518, 1.810], [-2.042, 1.196, 1.804], [2.550, -2.557, 1.016], [-4.906, -0.079, -1.145], [-2.990, 1.804, 2.637], [2.306, -0.981, -1.241], [2.575, -3.324, 2.199], [-4.323, -2.340, -0.556], [-5.302, -1.345, -0.725], [-2.970, 3.826, 1.310], [1.564, -3.201, 3.136], [-2.221, -4.232, -0.294], [-1.910, -2.898, -0.639], [-1.490, -0.066, 2.176], [1.468, -1.664, 0.809], [-2.979, -1.964, -0.771], [-3.458, 3.090, 2.393], [-1.597, 1.922, 0.622], [-3.529, -4.618, -0.064], [3.534, -2.618, 0.007], [-2.060, 3.249, 0.455], [-3.229, 1.185, -1.648], [4.146, -1.854, -1.900], [-5.640, 0.688, -1.342], [-6.342, -1.575, -0.554], [1.597, -3.810, 4.026], [-1.676, 3.788, -0.397], [2.183, -0.345, -2.114], [-0.242, -2.207, 3.731], [4.366, -3.301, 0.106], [-3.321, 4.831, 1.145], [-1.904, -0.580, 3.042], [-3.341, 1.273, 3.509], [3.392, -4.010, 2.368], [-3.740, -5.636, 0.224]],
  "atomic_forces_ev_per_a": [[0.8, 0.6, 2.7], [-0.3, -0.1, 0.0], [0.0, 0.0, -0.1], [-0.3, 0.2, 0.3], [0.7, 0.4, -1.3], [1.3, 0.7, -1.0], [-1.4, 0.2, 0.3], [0.4, 0.1, -0.8], [-2.9, 1.1, -2.8], [0.2, -0.2, 0.0], [0.3, -0.4, 0.4], [-0.6, 1.3, -1.4], [1.2, -0.2, 0.1], [1.8, -2.3, 1.3], [0.1, 0.0, -1.2], [-0.4, 0.4, 0.0], [-0.7, -0.8, 0.1], [-0.5, 0.9, 0.1], [-0.3, 0.2, 0.3], [-0.5, 0.0, 0.5], [0.1, -0.5, 0.2], [0.5, 0.7, -0.3], [0.3, -0.4, -0.2], [1.1, -0.6, -0.3], [0.9, 1.5, -0.4], [-1.4, -1.4, 0.7], [0.9, 0.1, -0.4], [0.1, -0.5, 1.2], [0.0, -0.7, 0.1], [0.4, -1.1, 0.2], [-0.6, 0.0, 1.2], [-1.0, 0.4, 0.1], [-0.3, 0.3, -0.4], [0.1, -0.2, 0.1], [0.0, 0.1, 0.2], [0.0, 0.0, 0.0], [0.0, 0.0, 0.0], [-0.1, 0.0, 0.0], [0.0, 0.0, 0.1], [0.0, 0.1, -0.1], [-0.1, -0.1, 0.1], [0.0, 0.0, 0.1], [0.1, 0.0, 0.0], [0.0, 0.1, 0.0], [0.3, 0.2, 0.3], [-0.1, 0.0, 0.1], [0.1, -0.1, 0.0], [-0.1, 0.0, 0.0]],
  "mulliken_charge": [0.514, -0.114, -0.190, -0.194, -0.820, -0.778, -0.271, -0.196, 0.192, 0.018, -0.731, -0.782, -0.431, 0.588, 0.589, 0.894, -0.897, -1.070, -0.337, -0.874, 0.855, -0.594, -0.529, -0.933, -0.117, 0.868, 0.091, 0.873, -0.050, 0.178, 0.369, -0.410, -0.586, -0.366, 0.586, 0.410, 0.443, 0.390, 0.433, 0.474, 0.458, 0.380, 0.478, 0.452, 0.404, 0.424, 0.443, 0.463],
  "homo_energy_ev": [-10.45, -10.47],
  "spin_multiplicity": 2,
  "total_charge": 1,
  "energy_ev": -189901.31564,
  "relative_energy_kcal_mol": 39.5
}

{
  "formula": "C25H14Cl4N5O4RuS",
  "method": "wB97M-V/def2-TZVPD",
  "elements": ["Ru", "Cl", "Cl", "Cl", "Cl", "S", "O", "O", "O", "O", "N", "N", "N", "N", "N", "C", "C", "C", "C", "C", "C", "C", "C", "C", "C", "C", "C", "C", "C", "C", "C", "C", "C", "C", "C", "C", "C", "C", "C", "C", "H", "H", "H", "H", "H", "H", "H", "H", "H", "H", "H", "H", "H", "H"],
  "coordinates": [[-0.031, 0.016, -0.737], [0.539, -3.772, -6.400], [0.975, -4.970, -1.123], [-0.146, -0.794, -5.623], [1.094, -5.861, -4.138], [-0.870, 1.943, -0.919], [-0.195, -0.326, -2.723], [0.290, -2.114, -0.792], [1.931, 1.471, 0.565], [4.084, 2.565, 0.832], [5.761, -2.499, 1.574], [0.014, -0.172, 1.376], [-2.159, -0.892, -0.067], [2.455, -0.468, -1.229], [1.109, 0.039, 2.185], [4.479, -1.054, -0.130], [5.593, 1.478, 3.950], [4.236, 1.928, 2.005], [2.001, 0.865, 1.692], [0.097, -1.563, -3.064], [0.652, -3.833, -2.389], [-4.287, -2.261, 1.072], [-0.977, -0.820, 1.974], [-3.223, -1.899, 1.847], [0.156, -1.975, -4.392], [0.705, -4.220, -3.731], [3.107, -1.206, -0.343], [-3.196, -1.253, -0.802], [5.182, -0.111, -0.881], [5.410, 2.118, 2.736], [3.234, 1.078, 2.507], [5.167, -1.853, 0.830], [0.350, -2.518, -2.016], [4.492, 0.628, -1.821], [3.442, 0.448, 3.732], [-4.292, -1.937, -0.305], [-2.125, -1.205, 1.267], [4.606, 0.640, 4.457], [0.460, -3.299, -4.734], [3.128, 0.420, -1.955], [-5.121, -2.797, 1.511], [-3.193, -2.142, 2.903], [-0.868, -1.049, 3.029], [2.505, -1.916, 0.214], [6.166, 2.776, 2.324], [-3.136, -0.975, -1.851], [6.240, 0.038, -0.711], [-5.109, -2.213, -0.956], [6.513, 1.634, 4.502], [4.749, 0.131, 5.403], [2.658, -0.206, 4.090], [2.528, 1.000, -2.648], [3.156, 2.267, 0.524], [4.993, 1.377, -2.419]],
  "atomic_forces_ev_per_a": [[-0.5, -0.5, 0.3], [0.0, 0.0, -0.1], [0.0, 0.0, 0.1], [0.0, 0.1, -0.1], [0.0, -0.1, 0.0], [-0.1, 0.6, 0.0], [0.0, 0.1, 0.0], [0.1, 0.0, 0.1], [-0.3, 0.1, -0.2], [0.5, 0.2, 0.3], [0.0, 0.0, 0.0], [0.2, 0.1, 0.1], [0.1, 0.1, -0.1], [0.3, 0.0, -0.3], [0.3, 0.3, -0.1], [-0.1, 0.3, -0.3], [0.0, 0.0, 0.0], [0.0, 0.1, -0.1], [-0.3, -0.4, 0.3], [0.1, -0.3, 0.0], [0.0, 0.1, 0.0], [0.1, 0.0, 0.1], [-0.3, -0.1, -0.1], [-0.1, 0.0, 0.0], [0.0, 0.0, 0.2], [0.0, 0.0, -0.1], [0.0, 0.1, 0.0], [-0.1, 0.0, 0.0], [-0.2, -0.1, 0.1], [0.1, 0.0, 0.0], [0.0, 0.0, 0.1], [0.2, -0.2, 0.3], [0.0, 0.1, -0.3], [0.0, 0.0, 0.0], [0.0, 0.0, -0.1], [0.0, 0.0, -0.1], [0.1, 0.0, 0.1], [0.0, 0.0, 0.0], [0.0, -0.1, 0.1], [0.0, 0.0, 0.1], [0.0, 0.0, 0.0], [0.0, 0.0, 0.0], [0.0, 0.0, 0.0], [0.0, 0.0, 0.0], [0.0, 0.0, 0.0], [0.0, 0.0, 0.0], [0.0, 0.0, 0.0], [0.0, 0.0, 0.0], [0.0, 0.0, 0.0], [0.0, 0.0, 0.0], [0.0, 0.0, 0.0], [0.0, 0.0, 0.0], [-0.2, -0.1, -0.2], [0.0, 0.0, 0.0]],
  "mulliken_charge": [0.356, -0.256, -0.247, -0.238, -0.257, -0.551, -0.904, -0.494, -0.703, -0.787, -0.644, 0.785, 0.270, 0.565, -0.804, -0.258, -0.297, 0.218, 0.553, 0.386, 0.227, -0.057, -0.884, -1.082, 0.236, 0.251, -0.286, -0.217, -0.070, -0.628, 0.404, 0.022, -0.117, -0.970, -0.334, -0.967, 0.743, -0.734, 0.369, -0.326, 0.369, 0.338, 0.281, 0.675, 0.390, 0.438, 0.490, 0.354, 0.353, 0.362, 0.447, 0.449, 0.392, 0.387],
  "homo_energy_ev": [0.02, -2.04],
  "spin_multiplicity": 6,
  "total_charge": -2,
  "energy_ev": -105300.76325,
  "relative_energy_kcal_mol": 14.6
}

{
  "formula": "C25H15BBr2NO3Pd",
  "method": "wB97M-V/def2-TZVPD",
  "elements": ["Pd", "Br", "Br", "O", "O", "O", "N", "C", "C", "C", "C", "C", "C", "C", "C", "C", "C", "C", "C", "C", "C", "C", "C", "C", "C", "C", "C", "C", "C", "C", "C", "C", "B", "H", "H", "H", "H", "H", "H", "H", "H", "H", "H", "H", "H", "H", "H", "H"],
  "coordinates": [[0.732, -0.358, -0.577], [1.471, 4.648, -0.076], [-1.730, 4.882, -4.731], [3.375, -1.219, 0.579], [1.655, -2.339, 1.560], [1.504, 1.718, -0.749], [0.370, 0.375, -2.849], [-0.535, 2.453, -3.721], [0.666, 3.758, -1.554], [-4.308, -1.144, 1.128], [2.825, -2.848, 3.677], [-3.780, -0.529, -1.131], [-0.705, -0.159, 0.953], [0.851, 2.363, -1.628], [-2.051, -0.407, 0.567], [-0.068, 4.483, -2.470], [-0.666, 3.836, -3.530], [4.027, -2.627, 4.338], [-1.317, -0.573, 3.257], [-0.181, -0.272, -3.870], [4.978, -1.474, 2.433], [-1.138, 1.725, -4.769], [2.710, -2.343, 2.398], [-0.946, 0.364, -4.842], [-3.001, -0.813, 1.548], [-2.601, -0.887, 2.896], [5.082, -1.966, 3.727], [0.229, 1.718, -2.771], [-4.685, -1.021, -0.180], [3.774, -1.656, 1.790], [-2.496, -0.233, -0.764], [-0.369, -0.214, 2.289], [2.027, -1.576, 0.429], [-1.018, -0.616, 4.295], [-3.326, -1.190, 3.641], [2.008, -3.367, 4.153], [-5.686, -1.288, -0.491], [-1.397, -0.213, -5.636], [-0.184, 5.548, -2.342], [0.636, 0.025, 2.614], [-1.790, 0.165, -1.491], [-0.013, -1.343, -3.902], [6.001, -1.813, 4.272], [-4.105, -0.388, -2.154], [-1.744, 2.243, -5.498], [4.139, -2.984, 5.351], [-5.013, -1.496, 1.871], [5.791, -0.947, 1.960]],
  "atomic_forces_ev_per_a": [[0.0, -0.2, 0.4], [-0.1, 0.0, -0.2], [0.1, -0.1, 0.0], [0.3, 0.2, -0.9], [-0.2, -0.5, -0.1], [-0.3, 0.9, -0.8], [-0.1, -0.3, -0.8], [-0.1, -0.2, 0.0], [0.3, -0.1, 0.3], [-0.2, 0.0, -0.1], [-0.2, 0.1, -0.3], [0.3, 0.1, -0.2], [1.8, -1.7, -0.2], [0.6, 0.2, 0.9], [-0.1, 0.2, 0.3], [-0.3, -0.2, -0.4], [-0.1, 0.7, 0.0], [0.2, -0.1, 0.1], [-0.5, 0.2, 0.2], [0.5, 0.1, 0.8], [-0.2, 0.1, -0.3], [0.2, -0.4, 0.1], [0.8, 0.2, 0.1], [-0.3, 0.6, -0.3], [0.2, 0.2, -0.3], [0.1, -0.1, 0.3], [0.1, -0.1, 0.2], [-0.2, -0.1, -0.2], [-0.2, -0.1, 0.3], [-0.2, -0.5, 0.8], [0.1, 0.0, -0.3], [-0.1, 0.4, -0.5], [-2.0, 0.9, 0.9], [0.0, 0.0, 0.1], [0.0, -0.1, 0.0], [-0.1, 0.0, 0.0], [-0.1, 0.0, 0.0], [0.0, -0.1, -0.1], [0.0, 0.1, 0.0], [0.1, -0.2, -0.1], [-0.2, -0.1, 0.1], [-0.1, 0.0, 0.0], [0.1, 0.0, 0.1], [0.0, 0.0, -0.1], [0.0, 0.0, 0.0], [0.0, 0.0, 0.1], [-0.1, 0.0, 0.0], [0.1, 0.1, -0.1]],
  "mulliken_charge": [-0.141, -0.199, -0.298, -0.514, -0.593, -0.826, -0.571, 1.158, -0.156, -0.854, -0.792, -0.748, -0.562, 0.677, 1.172, -0.382, 0.041, -0.469, -0.751, -0.578, -0.890, -0.875, 0.625, -0.565, 0.890, -0.885, -0.416, 0.297, -0.442, 0.757, 0.046, -0.123, 0.302, 0.380, 0.328, 0.441, 0.366, 0.391, 0.414, 0.525, 0.204, 0.407, 0.354, 0.409, 0.310, 0.364, 0.342, 0.428],
  "homo_energy_ev": [-4.02, -4.04],
  "total_charge": -1,
  "energy_ev": -178045.04088
}